1.
8 unconnected molecules or ions with the total composition C22H60N4O21P4, computed with the ωB97M-V functional and the def2-TZVPD basis.

The orbital gap comes out at 9.6 eV. The SMILES is COP(=O)(OC)OC.COP(=O)(OC)OC.COP(=O)(OC)OC.COP(=O)(OC)OC.C[N+](=O)[O-].CNC(C)=O.CNC(C)=O.CNC(C)=O.

Element x y z (Å)
H: 6.05882 -1.08243 -5.07280
C: 5.63318 -0.16762 -4.66043
C: -0.79928 3.93922 -0.96938
P: 1.84292 2.41301 1.85322
H: -1.30377 3.47587 -5.54663
H: 3.10145 -2.61367 4.69010
H: -1.84837 -4.29685 5.64470
H: 2.97434 -2.34243 -3.04272
O: 2.36763 3.57953 2.88235
H: -4.11678 -4.68394 -1.58701
C: 2.04555 -4.03872 2.29061
H: -1.26270 -3.69371 -1.44941
O: -0.16166 3.39347 -3.86471
O: 0.26779 6.02285 -4.16264
H: 2.59162 6.46371 -2.84306
O: 2.96914 1.21487 1.98038
C: -5.23155 -2.67084 -2.36927
C: 2.49475 1.33885 -2.79831
H: -4.88976 1.40700 3.07093
H: -4.24366 1.99942 -2.75313
H: 4.05552 -4.16508 2.60394
H: -1.90995 -5.27230 -0.85658
O: 4.38353 -1.89747 -1.67528
H: -7.59792 -0.59234 -0.21515
H: 1.88888 1.01331 -3.64391
O: -0.68405 4.92443 -2.00166
C: -1.44642 -0.10861 -0.06089
H: 3.75422 5.22183 -2.54708
H: -5.65769 -3.28686 -3.16112
H: -0.50232 -3.20476 4.17991
H: -2.06805 -0.98119 -0.26162
H: 2.62453 -2.85624 -1.40912
H: 2.70213 5.62005 -1.20881
H: -2.02325 0.81623 -0.06690
H: 4.16010 -3.95690 4.88597
H: 1.68774 2.47899 4.51875
H: 1.89210 -0.02442 0.52007
O: -3.96536 0.81662 1.26653
P: -5.11286 1.53586 0.40091
C: -6.73475 -0.57595 0.45026
H: 0.05539 -0.28464 3.33594
H: -5.50612 -1.64412 -2.61126
H: 3.98993 4.00755 -0.25894
H: -3.21659 2.16966 -1.35291
O: 1.83922 4.49287 -2.66446
C: -4.07526 0.79016 2.69119
H: 3.24411 -4.15086 0.49934
H: 3.03213 3.59354 4.83612
C: -1.18788 -1.34857 4.64783
H: -3.07561 1.13790 2.95176
O: -4.88504 0.97189 -1.13006
C: 0.15970 -0.69460 4.34051
H: -6.84771 -1.28559 1.26987
N: -3.34751 -4.08602 -1.85308
H: -1.67573 -5.12443 -2.51375
H: -0.95722 -0.20742 0.90814
O: 0.26094 -1.24527 -1.07344
H: -0.19312 4.16848 -0.09297
O: 2.26586 3.06254 0.38702
O: 2.89976 0.17235 -2.15864
H: 4.26876 2.79989 0.90842
H: 1.88708 1.88187 -2.07445
H: 5.40526 0.59323 -5.40693
P: 4.41900 -0.36190 -2.30000
C: -1.94389 -4.52158 -1.64613
H: 6.33603 0.28015 -3.95785
H: 1.83581 -5.18031 0.55844
N: -1.23509 -2.69755 4.65518
O: 4.49047 -0.54997 -3.94891
C: 2.74070 5.53357 -2.29469
C: -1.38846 3.19220 -4.49760
N: -0.40133 -0.23575 -1.13962
H: -3.09017 -3.70336 4.46729
O: -5.09026 2.99069 0.48160
O: -2.17503 -0.64644 4.85134
O: -2.94609 -1.89881 -2.34331
H: 1.40124 4.22307 4.41050
H: 3.25879 1.94710 -3.28242
H: 0.94801 -1.44735 4.33435
C: 2.77671 0.01629 1.15561
O: 5.48857 0.49658 -1.72511
O: -0.32419 0.59291 -2.01750
H: -0.35210 3.01513 -1.33572
H: 1.49603 -3.47615 0.32311
H: 3.80983 2.29323 -0.74910
C: 3.64116 3.02059 0.04499
O: 0.92693 -3.91563 2.73464
H: -1.82579 3.72720 -0.67035
H: 2.53383 -0.89557 1.70114
O: 0.46105 1.99930 1.98900
H: -4.29417 -0.21334 3.05610
C: 3.41640 -2.79626 -2.15575
H: 2.32286 -4.07418 5.00355
H: -5.91839 -1.00233 -0.13271
C: -3.71942 -2.85597 -2.24988
C: -2.34542 -3.42767 5.21391
H: 0.31860 0.14790 5.01360
C: 3.18987 -3.67848 4.47457
H: -1.88301 2.22289 -4.56044
H: -2.91747 -2.88407 5.96582
H: -5.80014 -2.94075 -1.47935
C: 2.19258 -4.17565 0.78530
C: 2.13353 3.43386 4.24021
C: -3.81949 1.45308 -1.91070
H: 3.62192 -0.33364 0.56292
O: -6.48588 0.77930 0.81522
H: 3.75479 -3.81930 -2.31998
N: 3.16890 -3.97105 3.04706
P: 0.34782 4.84281 -3.27109
H: -3.23034 0.61917 -2.29226
H: -2.12140 3.94241 -4.20083

2.
16 unconnected molecules or ions with the total composition C4H42NO15, computed with the ωB97M-V functional and the def2-TZVPD basis.

The orbital gap comes out at 10.9 eV. Its relative energy (zero: lowest compared OMol25 entry of this formula, charge and spin) is 0.0 kcal per mole. Its charge is +1.

Element x y z (Å)
H: -0.62250 -2.71658 2.98950
O: 0.34263 -3.07944 -1.86901
H: 3.26322 1.00744 -2.55097
H: 1.65303 2.03612 2.01305
H: -0.90416 -0.71026 2.03296
H: -0.83177 0.46471 -0.70220
H: 3.65802 -0.49080 0.07725
O: 2.40743 -1.58227 0.76579
H: -1.36177 2.23773 2.37884
H: 3.92196 2.79456 0.56875
H: 0.79962 3.49210 1.64310
H: 3.00583 -2.54871 3.85662
O: -1.84023 3.47317 -1.07493
H: -1.50506 -3.79211 0.88903
H: -2.29664 4.30769 -1.22337
H: 2.13688 0.08776 -2.86378
O: 1.44279 2.74782 -2.29397
O: -1.52046 1.52766 -3.14032
O: 3.10732 0.11084 -2.86468
H: -4.34863 -1.35787 -1.91714
H: 0.88336 -3.86801 -1.79506
H: -0.39803 0.18480 -2.52439
H: -0.53125 2.58944 0.11732
H: -3.94972 0.65622 -0.74188
H: -0.37416 1.22903 3.33602
H: -2.42908 -3.29317 -1.62953
H: -1.32310 -2.55328 -1.18130
H: -3.58788 1.39598 0.47804
H: -2.02954 0.58778 1.63003
O: 0.39949 -0.35457 -2.68288
H: -1.72570 -2.96300 3.99137
H: 1.85599 -1.60917 1.55663
O: -2.27584 -2.62404 -0.94433
O: -0.94756 -4.13490 1.60579
C: -1.30897 -0.10495 1.22156
N: 0.17069 1.88686 0.37348
H: 3.42648 1.61169 -0.36788
H: -0.40237 3.00254 3.48668
H: -0.75088 -5.02488 1.28890
H: -1.38670 2.45841 -2.90588
O: -3.44095 1.46860 -0.47593
H: -2.34117 1.30268 -2.68440
O: -1.06377 -2.30760 3.74726
H: 1.69757 2.67624 -3.21953
C: 0.69157 2.42113 1.70791
C: -0.31320 0.47021 0.24177
H: 0.52722 -0.19719 0.10360
H: 0.32536 -0.80671 -3.52949
O: 4.34879 0.02680 -0.39140
C: -0.34718 2.16755 2.78925
H: 2.17510 3.23628 -1.89443
O: 3.15425 2.37120 0.18587
H: 4.22212 -0.29739 -1.30069
H: -1.90085 -0.88170 0.74521
H: -2.55720 2.85201 -0.80533
H: 0.86833 -2.27029 -1.86745
H: 2.97229 -2.35637 0.84480
H: -3.83354 -1.48409 -0.54530
O: 2.38877 -2.82145 3.17094
H: 1.00528 1.93188 -0.22072
H: 2.02528 -3.67195 3.43608
O: -4.42683 -0.91216 -1.06525

3.
2 unconnected molecules or ions with the total composition C4H12N2S, computed with the ωB97M-V functional and the def2-TZVPD basis.

The orbital gap comes out at 7.7 eV. Its relative energy (zero: lowest compared OMol25 entry of this formula, charge and spin) is 68.4 kcal per mole.

Element x y z (Å)
C: 1.34360 0.10463 0.58080
H: 0.47534 2.17230 0.47675
H: -1.57529 1.15958 -1.38809
H: 0.02293 -1.08705 -0.67107
H: -2.62859 -1.07930 -0.34362
H: -0.35396 -2.75548 0.79078
S: 0.50389 1.29170 -1.77566
H: -1.30357 0.77598 0.39245
H: 1.51918 0.24284 1.66127
H: -1.08268 0.03352 1.95269
H: 2.12331 1.97176 -0.20734
N: -2.32988 -1.06866 0.68812
H: 2.25244 -0.35481 0.12306
C: 0.12953 -0.82681 0.38134
H: -3.15599 -0.78140 1.23980
H: 0.37981 -2.02539 2.05126
C: 1.14489 1.48122 -0.11243
N: 0.40876 -2.12678 0.99789
C: -1.16592 -0.18766 0.90538

4.
A molecular structure, C30H43F5P2SV, computed with the ωB97M-V functional and the def2-TZVPD basis.

The orbital gap (spin up / spin down) comes out at 6.9 / 7.6 eV. Its expectation value of S² is 2.03. Its charge is +1. Its spin multiplicity is 3.

Element x y z (Å)
H: -4.06528 2.35009 -5.63916
H: 3.09738 -2.37310 4.46234
H: -0.34599 3.35158 0.68625
C: 1.53662 1.92398 -1.12249
H: 0.44768 -1.55643 -1.71311
C: 5.45464 -4.59330 -0.41407
H: -5.30876 1.33381 -1.78868
H: -0.04048 -3.96135 1.45048
H: -3.85549 -0.23681 -2.64991
H: 3.97361 1.47570 2.27438
H: -1.30051 -1.88601 -1.84767
H: 0.56881 3.23655 2.82555
H: -2.05608 0.61974 3.38686
H: -3.70770 -0.07802 -5.24541
C: -4.88478 1.55238 -2.76917
C: -2.92090 3.87273 -3.53432
H: 1.91831 3.13914 3.95814
P: 0.20891 1.11716 -0.13587
C: 4.34514 -4.32085 -1.20681
H: -1.30496 2.94983 -0.75569
H: -6.29300 3.13873 -2.94038
C: -5.31984 2.86863 -3.36737
H: 2.21601 2.99546 2.21958
C: 1.80797 -1.02533 3.38206
H: -4.31437 4.17535 -1.97275
C: -2.39886 3.04720 -4.44924
H: -2.38552 -2.44830 1.82922
H: -4.75865 4.95864 -3.47197
C: 0.09440 0.56489 3.43242
C: 0.02415 -3.50541 0.45626
H: 1.05309 -3.58547 0.09243
F: 2.55319 -2.89827 -1.83179
H: -2.49279 1.81774 -6.18361
H: 4.39798 0.57245 3.74041
C: -1.21643 1.22064 3.74812
C: 5.82965 -3.70517 0.57780
C: -3.25348 0.64855 -4.55316
V: 0.85295 -0.25644 1.55389
C: -4.03099 0.64787 -3.26327
H: -1.28862 2.20667 3.28098
H: 2.21369 2.50977 -0.49058
H: -5.47661 2.78619 -4.44426
C: -0.90060 2.55523 0.18331
C: 3.59020 -3.15218 -0.99979
C: 3.82924 0.52915 2.80185
S: 2.96372 -0.62810 0.06906
H: -1.84405 0.43401 -1.23958
C: -0.78883 0.20711 -1.43459
H: -1.72590 2.24272 0.82893
C: 3.92921 -2.23044 0.00803
H: -0.35665 -2.84955 3.68992
H: 4.24528 -0.26911 2.17990
C: 2.37983 0.27805 3.07667
H: -1.34341 1.35697 4.83190
C: -0.53975 -1.87136 4.14319
F: 6.19575 -5.71621 -0.62403
F: 6.94000 -3.96080 1.32410
F: 4.01810 -5.17311 -2.20599
H: 3.34084 -2.35589 2.70161
H: 1.93115 -3.17014 3.39260
F: 5.64589 -1.71713 1.71369
C: 1.51870 2.73204 3.01945
H: -2.25145 0.25298 -4.33520
H: -1.32089 3.11049 -4.60023
C: -2.26704 -1.86614 0.91189
H: 2.10683 1.14951 -1.64462
H: -2.83538 -2.35045 0.10982
C: -3.09422 1.99960 -5.28497
C: 2.58618 -2.29984 3.49244
P: -0.47715 -1.73944 0.48126
H: 1.06128 2.56054 -1.87268
C: 5.10690 -2.52269 0.78154
C: 1.33945 1.24793 3.13061
H: -2.22309 4.55041 -3.04056
H: -0.42159 -1.98257 5.22939
H: -1.57929 -1.59232 3.95392
H: -2.67017 -0.86516 1.08929
H: -0.55152 0.58583 -2.43476
C: 0.40936 -0.83251 3.62725
H: -0.63799 -4.02355 -0.24209
C: -4.34271 4.02509 -3.06124
C: -0.54031 -1.30024 -1.31777